[1]
Below is a single C4H4FN3 molecule at a distorted geometry, with properties calculated with ωB97M-V with the def2-TZVPD basis set.

Its lowest unoccupied orbital energy is -0.30 eV. The value obtained for the total energy is -418.85837 Eh. As for the frontier orbital gap: 0.33440 hartree. The SMILES is [H]/N=C\N/C=C(/F)C#N. Its spin multiplicity is 1. Its relative energy (zero: lowest compared OMol25 entry of this formula, charge and spin) is 60.9 kcal per mole.

XYZ file:
```
12
Properties=species:S:1:pos:R:3:forces:R:3
H 0.021176 -1.226716 1.186073 0.13 -1.10 -0.47
N -0.492330 -0.866134 1.973385 0.42 1.55 -0.82
C -0.712816 0.368465 1.700241 0.14 -2.09 0.78
N -0.504236 1.060671 0.514790 0.62 2.44 -1.68
C 0.076345 0.743345 -0.750927 0.48 -2.76 0.27
C 0.575516 -0.340864 -1.489060 -1.33 4.13 -0.28
F 0.673146 -0.007367 -2.916793 0.31 -0.94 3.12
C 0.976302 -1.614265 -1.096568 -1.23 3.14 -1.48
N 1.079662 -2.698907 -0.841196 0.96 -4.25 1.24
H -1.117215 0.863498 2.560819 -0.49 1.29 -0.28
H -0.732828 2.116840 0.500984 0.46 -2.68 0.49
H 0.157278 1.601435 -1.341749 -0.45 1.28 -0.88
```
Forces are in eV/Å.

=====

[2]
Below is a single C4H4FNO molecule at a distorted geometry, with properties calculated with ωB97M-V with the def2-TZVPD basis set.

Its lowest unoccupied orbital energy (spin up / spin down) is -0.05 / -0.05 eV. The value obtained for the total energy is -384.39813 Eh. As for the frontier orbital gap (spin up / spin down): 0.28936 / 0.28935 hartree. Its spin multiplicity is 1. Its relative energy (zero: lowest compared OMol25 entry of this formula, charge and spin) is 174.1 kcal per mole.

XYZ file:
```
11
Properties=species:S:1:pos:R:3:forces:R:3
C -2.041616 -0.359252 -0.005813 0.17 -0.05 -0.66
C -1.343332 -0.558359 1.096497 3.88 1.19 -0.56
C 0.593763 -0.009221 -0.302819 -4.07 -1.59 2.34
C 1.978164 0.442754 -0.164100 0.26 0.35 -0.23
N -1.545607 0.124417 -1.172984 -1.88 -0.03 -0.69
O -0.213947 0.307023 -1.227850 2.17 0.31 0.64
F -1.313015 -1.230155 2.216208 -0.34 -0.02 -0.72
H -3.121067 -0.421954 -0.061679 -0.06 -0.17 0.09
H 2.482284 -0.105183 0.630407 -0.13 -0.03 -0.09
H 2.525051 0.303742 -1.098401 0.01 0.02 -0.08
H 1.999323 1.506188 0.090533 0.00 0.03 -0.04
```
Forces are in eV/Å.